# 1
Density functional theory data (ωB97M-V/def2-TZVPD) for a structure of composition C20H30B2BrCrF4N5O6Sb.

## Properties
spin multiplicity	4
total charge	+2
molecular weight	787.8	g mol⁻¹
ΔE to the lowest compared entry with this formula, charge and spin	0.0000	eV
expectation value of S²	3.786

Last column: Löwdin charge in e.
Cartesian coordinates (Å):
Sb -0.85469 -0.01110 2.58823  1.88
Br 3.87870 1.67715 -0.52795  0.92
Cr 0.40432 -0.17960 -1.06516  0.91
F 0.99103 -0.87717 -4.50129  0.17
F -1.28618 -3.71897 1.31368  0.24
F -2.10513 -1.56074 1.24621  0.04
F 2.26284 1.01553 -4.95422  0.25
O -2.37161 2.06000 -0.32766  0.17
O 2.56000 -0.10409 -2.93726  0.06
O -1.22016 -2.63030 -0.70123  0.13
O 0.21191 -1.88024 1.23396  -0.08
O 0.48348 1.21921 -3.42578  0.07
O -0.83548 0.56481 0.38115  -0.27
N -0.36653 0.44324 -2.70602  -0.08
N 1.06014 -1.48566 0.21823  -0.04
N -0.98763 -1.53312 -1.46676  0.02
N 1.11888 1.83931 -0.65648  0.02
N 2.03275 -0.78777 -1.92275  -0.05
C -0.04666 2.52710 -0.64920  -0.19
C -1.80394 -1.30213 -2.43469  -0.15
C -0.14510 3.85491 -0.97923  0.05
C 1.02630 4.52946 -1.30792  0.02
C -2.98771 -2.12982 -2.75438  0.05
C 2.24063 2.52222 -0.88247  -0.68
C 2.06083 -2.22355 -0.11604  -0.16
C 2.23577 3.86763 -1.22548  -0.04
C -1.34818 -0.16067 -3.27413  -0.17
C -1.23325 1.72162 -0.19038  -0.53
C -2.67295 -1.83037 4.27354  -0.14
C -1.86413 0.17007 -4.61881  0.06
C 1.18234 0.69546 2.74131  -0.31
C 4.05257 -2.16972 -1.82011  0.04
C -2.16509 2.87113 2.62350  -0.14
C 2.73291 -1.70117 -1.34024  -0.20
C -2.41599 1.41676 3.02547  -0.29
C 2.48117 -3.45432 0.58486  0.06
C -1.19626 -1.67542 3.94165  -0.29
C 1.35825 1.66832 3.90318  -0.14
B -1.13244 -2.51045 0.72935  -1.06
B 1.58643 0.29752 -4.04986  -1.01
H -1.11413 4.33661 -0.97175  0.14
H -2.77672 -2.66468 4.96929  0.10
H 1.06641 1.22997 4.85968  0.08
H 4.09291 -3.25922 -1.82665  0.11
H 3.17193 4.37692 -1.40445  0.12
H 2.26607 -4.32241 -0.04605  0.13
H 0.79799 2.59333 3.76481  0.07
H 1.94291 -3.57236 1.52014  0.10
H -3.32305 0.99529 2.59875  0.08
H 4.84489 -1.81578 -1.15330  0.11
H -3.08910 -0.94914 4.76123  0.07
H -1.10583 3.11784 2.51799  0.06
H 1.75622 -0.21841 2.88421  0.07
H 2.41565 1.92678 3.97917  0.09
H 4.24651 -1.78243 -2.81540  0.11
H -3.26300 -2.06368 3.39010  0.08
H 1.42724 1.13120 1.77545  0.03
H -0.77472 -2.55913 3.47744  0.06
H -2.56549 3.52063 3.40286  0.09
H -2.12993 1.22841 -4.65779  0.12
H -3.82945 -1.49273 -3.02497  0.11
H -2.72486 -0.43522 -4.88512  0.10
H -2.76336 -2.76678 -3.61582  0.13
H -3.24865 -2.76920 -1.91680  0.10
H 0.99271 5.57509 -1.58606  0.14
H -2.67109 3.11466 1.69653  0.07
H -0.59448 -1.39936 4.81315  0.08
H -1.07266 0.02780 -5.35600  0.12
H -2.45371 1.30491 4.11356  0.07
H 3.55663 -3.44400 0.76703  0.11

Forces on the atoms, in the same order (eV/Å):
Sb -0.1 -0.2 -0.3
Br 0.0 -0.1 -0.1
Cr -0.3 1.3 1.4
F 0.0 0.3 0.2
F 0.1 0.3 -0.1
F 0.2 0.1 0.0
F 0.0 0.1 0.2
O 0.2 -0.1 0.1
O 0.2 -0.1 -0.1
O 0.0 -0.2 -0.1
O -0.1 0.1 -0.1
O -0.1 -0.1 -0.4
O 0.0 -0.5 0.1
N 0.2 0.2 -1.0
N 0.3 -0.6 0.7
N -0.4 -0.3 0.0
N 0.1 0.1 0.0
N 0.5 -0.2 -0.7
C 0.1 -0.1 0.0
C -0.2 -0.2 0.0
C -0.2 0.0 0.0
C 0.0 0.1 0.0
C 0.0 0.0 0.0
C -0.2 -0.2 0.2
C -0.1 0.0 0.2
C 0.1 0.1 0.0
C 0.1 0.2 0.0
C -0.4 0.5 -0.1
C 0.1 -0.1 0.1
C 0.1 0.0 -0.1
C -0.6 -0.1 0.1
C 0.1 0.0 0.1
C 0.0 0.0 0.1
C 0.1 0.1 -0.1
C 0.6 -0.2 -0.1
C 0.0 -0.1 0.0
C 0.0 0.6 -0.2
C 0.0 0.0 0.0
B 0.0 -0.2 0.4
B -0.3 -0.1 0.1
H 0.0 0.0 0.0
H 0.0 0.0 0.0
H 0.0 0.0 0.0
H 0.0 0.0 0.0
H 0.0 0.0 0.0
H 0.0 0.0 0.0
H 0.0 0.0 0.0
H 0.0 0.0 0.0
H -0.1 0.0 0.0
H 0.0 0.0 0.0
H 0.0 0.0 0.0
H 0.0 0.0 0.0
H 0.0 0.0 0.0
H 0.0 0.0 0.0
H 0.0 0.0 0.0
H 0.0 0.0 0.0
H 0.0 0.0 0.0
H 0.1 -0.1 -0.1
H 0.0 0.0 0.0
H 0.0 0.0 0.1
H 0.0 0.0 0.0
H 0.0 0.0 0.0
H 0.0 0.0 0.0
H 0.0 0.0 0.0
H 0.0 0.0 0.0
H 0.0 0.0 0.0
H 0.0 0.0 0.0
H 0.0 -0.1 0.0
H -0.1 -0.1 0.0
H 0.0 0.0 0.0



# 2
Density functional theory data (ωB97M-V/def2-TZVPD) for a structure of composition C20H30BKO11RbSSn.

## Properties
spin multiplicity	2
energy	-78051.261	eV
total charge	+2
molecular weight	732.6	g mol⁻¹
expectation value of S²	0.756

Last column: Löwdin charge in e.
Cartesian coordinates (Å):
Sn -1.41794 -2.30952 -0.87251  1.81
Rb 4.03696 -1.89010 -0.58521  0.94
K 0.94935 1.94419 -0.73779  0.87
S -0.45173 -4.11631 3.13070  0.90
O 1.40228 1.01357 4.36840  0.03
O -2.85390 1.10625 0.74487  -0.01
O -3.76573 2.34484 -6.29194  0.25
O -2.99701 -0.98167 1.69965  0.11
O 2.08947 0.70725 6.49861  0.15
O -1.28380 0.72904 -1.69013  -0.16
O 2.57571 -2.11912 -3.14434  -0.03
O 0.64846 -1.26682 -3.94180  0.03
O -1.87964 4.09618 -4.90594  0.04
O -2.75275 -0.91262 -3.24046  -0.01
O -1.18884 -3.54493 1.92715  -0.67
C 2.59843 -0.90225 -5.27144  -0.06
C -2.56628 2.45856 1.13162  -0.14
C -2.79458 0.26638 -3.48316  -0.31
C 0.19396 -0.92679 -5.20617  -0.15
C 3.39937 1.01045 3.27637  -0.16
C 3.62143 1.27063 4.76809  -0.06
C -1.28523 -3.81067 4.68676  -0.26
C -2.09933 2.89728 -4.48160  -0.33
C 0.92450 -2.90052 3.33306  -0.22
C 1.40615 -0.53913 -6.08552  -0.13
C -1.47776 2.45135 -3.35138  0.00
C 1.96834 -1.45614 -3.99243  -0.43
C -2.22693 2.37364 2.61711  -0.11
C -1.73612 1.16787 -2.75367  -0.36
C -2.05717 0.85802 2.91915  -0.04
C -3.17166 2.03929 -5.14003  -0.22
C -2.69839 0.15439 1.76434  -0.47
C 1.94954 1.31467 3.07042  -0.15
C -3.35100 0.80636 -4.69920  0.03
C 2.31667 0.84081 5.31880  -0.50
B 0.99724 -0.83548 0.31062  -0.65
H 1.48382 -3.03883 4.25833  0.07
H -3.39724 3.15374 1.01197  0.14
H 3.21775 -0.01245 -5.15826  0.14
H -0.52227 -1.65070 -5.59484  0.14
H -1.00343 0.57953 2.90579  0.11
H 4.05568 1.59021 2.62735  0.11
H 1.40195 0.77307 2.29911  0.08
H -2.57939 0.44587 3.78259  0.14
H -2.24804 -4.30827 4.80285  0.06
H -0.42044 -0.03289 -5.09877  0.11
H 1.37067 0.51868 -6.34607  0.12
H 1.39812 -3.14202 2.38150  0.02
H -1.48808 -2.81745 5.08734  0.07
H 4.32009 0.61407 5.28665  0.14
H 1.98352 -0.55000 0.64227  -0.08
H 3.81483 0.05419 2.95847  0.11
H -2.85673 2.90283 3.33223  0.13
H -1.26930 2.89139 2.67194  0.10
H -3.80104 0.09776 -5.37872  0.14
H 1.14020 -1.08888 -0.72842  -0.09
H 1.29573 -1.00626 -7.06414  0.13
H 3.99861 2.28321 4.91129  0.15
H -1.70497 2.75068 0.53085  0.10
H 0.66662 -1.66303 0.91895  -0.07
H 0.22539 -0.08295 0.35745  -0.10
H 1.79240 2.37300 2.86226  0.13
H -0.75872 3.05340 -2.81575  0.09
H 3.15968 -1.67755 -5.79298  0.14
H -0.75030 -4.42781 5.40862  0.06
H 0.45282 -1.92145 3.24913  0.05

Forces on the atoms, in the same order (eV/Å):
Sn 0.3 2.1 0.8
Rb -0.1 -0.2 -0.3
K -0.3 0.1 -0.2
S 0.0 0.9 0.0
O -2.4 -0.8 -0.9
O -1.0 -1.6 0.0
O 1.1 0.3 1.8
O -0.3 -2.0 -1.4
O -0.4 -0.9 -1.5
O 1.3 -0.9 1.2
O -1.1 1.5 -0.6
O 1.3 -1.0 1.3
O -0.8 -4.1 0.7
O -0.5 -2.3 1.2
O 0.0 0.0 0.0
C -0.2 -0.3 -0.2
C -0.2 -0.8 0.9
C 2.5 2.1 -1.3
C -1.8 2.3 -1.9
C 2.5 0.1 -1.1
C 1.5 -1.4 -0.9
C -1.0 -0.6 0.9
C -0.6 6.5 -2.4
C -1.3 -0.8 -0.5
C -1.8 0.3 -1.2
C 0.9 -4.0 3.1
C 2.2 -1.5 1.0
C 1.5 -0.2 0.6
C -1.8 2.1 -1.6
C -0.5 0.6 -0.1
C 0.3 1.0 -2.1
C 0.8 4.2 -0.5
C -0.2 -0.1 0.8
C -1.0 -2.6 0.5
C 0.3 3.1 2.6
B -0.8 -0.3 -0.2
H 0.1 -0.1 -0.3
H -0.1 -0.4 -0.7
H 0.2 -0.3 0.6
H 0.6 -0.6 0.0
H 0.0 -0.2 0.3
H -0.2 0.9 0.2
H 0.2 -0.4 0.3
H 0.4 0.4 0.4
H -0.3 -0.2 -1.0
H -0.1 0.1 0.2
H 0.0 0.1 0.4
H 0.8 0.4 0.4
H 0.7 0.3 -0.5
H 0.5 0.0 -0.5
H 3.6 1.4 1.5
H -1.0 -0.8 0.4
H -0.4 -0.2 -0.4
H 0.2 -0.1 0.6
H -0.5 -0.1 0.2
H 0.3 -1.3 -4.5
H 0.4 -0.4 0.2
H -0.8 0.1 0.6
H -0.1 0.3 -0.1
H -1.2 -3.3 2.1
H -2.7 3.0 0.4
H 0.0 0.3 0.3
H 0.0 0.5 -0.4
H 0.3 -0.1 0.5
H 0.7 0.3 0.1
H 0.1 0.0 0.2



# 3
Density functional theory data (ωB97M-V/def2-TZVPD) for a structure of composition C20H30CaClO19.

## Properties
spin multiplicity	2
total charge	0
molecular weight	650.0	g mol⁻¹
ΔE to the lowest compared entry with this formula, charge and spin	0.0000	eV
expectation value of S²	0.750

Last column: Löwdin charge in e.
Cartesian coordinates (Å):
Ca -0.09262 3.84885 -2.30067  1.10
Cl 0.08147 1.11660 -0.60249  0.68
O 1.52863 5.84245 1.24688  0.06
O 0.99361 1.72791 -1.60057  -0.52
O -0.94912 2.10250 -0.55979  -0.46
O 6.75345 1.40584 -0.27271  0.12
O -0.40784 -0.17753 -1.16797  -0.34
O 0.56033 3.93735 1.93212  0.10
O -1.58288 -1.61414 3.06581  0.06
O 0.37235 -2.66632 3.14439  0.04
O 4.78153 2.16981 0.61840  0.05
O 1.07033 -1.98090 -5.13607  0.07
O -3.65545 -0.07153 0.35113  0.08
O -0.64247 -3.14732 -6.00820  0.05
O -4.69411 1.25572 -1.01881  0.06
O 0.94713 -2.28713 -7.46087  0.07
O 1.31249 4.10305 -0.17177  0.00
O -0.62692 -2.18858 5.19502  0.08
O -3.97117 2.01999 1.13655  0.06
O 0.55566 1.02421 0.74430  -0.28
O 5.00495 0.04089 0.11813  0.12
C -3.90867 -0.87146 -0.81589  -0.28
C 0.39797 -2.49823 -4.04115  -0.12
C -4.81968 0.03436 -1.66798  -0.11
C 5.58588 1.20242 0.07460  -0.53
C 3.83911 -0.19906 2.23697  -0.01
C -4.11626 1.12752 0.22284  -0.49
C 0.98664 4.32225 4.27635  0.00
C -4.62518 -2.18919 -0.45854  0.00
C 0.48232 -2.45637 -6.27760  -0.45
C -1.25724 -4.61008 -4.27307  -0.01
C -1.26953 -1.99705 1.73694  -0.11
C 0.56001 -3.52360 1.04339  -0.02
C 1.16050 4.52744 0.91744  -0.52
C 0.34765 4.84899 2.94034  -0.29
C -0.94674 -3.05033 -4.60795  -0.22
C -0.58753 -2.07909 3.93216  -0.41
C 0.23044 -2.27469 1.78760  -0.34
C 3.49142 1.64289 0.71383  -0.14
C 3.78243 0.10239 0.74335  -0.31
C 0.98031 6.18671 2.50527  -0.09
H 0.24503 -3.19297 0.05365  0.09
H -0.66594 -5.32357 -4.84698  0.08
H 0.91514 -1.42659 1.78236  0.14
H -2.91128 -0.96812 -1.24483  0.13
H 1.74920 6.72042 3.06389  0.14
H -5.84836 -0.32482 -1.63798  0.13
H 0.14915 6.89087 2.46757  0.13
H 3.04980 -0.43616 0.14226  0.15
H -1.52540 -1.30262 0.93669  0.10
H 1.18650 5.08110 5.03285  0.08
H 2.80481 -0.19720 2.58093  0.08
H 4.17070 -1.23732 2.25016  0.09
H 0.27829 -1.65224 -3.36433  0.12
H -4.54450 -2.96760 -1.21727  0.09
H -2.26549 -4.84472 -4.61435  0.07
H 4.46931 0.50182 2.78442  0.10
H -1.76865 -2.34913 -4.46351  0.14
H 1.91096 3.76178 4.13626  0.08
H -5.66119 -1.89716 -0.28684  0.08
H 0.36218 3.50663 4.64093  0.08
H 2.98033 2.05258 -0.15741  0.11
H 0.92463 -3.28975 -3.50801  0.13
H -0.74033 4.78297 2.93334  0.16
H 3.15296 2.03519 1.67282  0.13
H -1.29131 -5.06402 -3.28267  0.07
H -1.81664 -2.91707 1.53127  0.13
H -4.37773 0.06911 -2.66375  0.14
H 1.62691 -3.69693 1.18396  0.09
H 0.05820 -4.43823 1.35924  0.10
H -4.27045 -2.58380 0.49360  0.08

Forces on the atoms, in the same order (eV/Å):
Ca 0.4 -0.7 0.9
Cl -0.8 -0.9 -1.5
O -0.5 -1.5 -1.1
O 0.9 -1.1 0.4
O -2.4 1.1 -0.4
O -3.3 -0.6 0.6
O 1.1 2.1 1.5
O 1.6 -1.2 -2.3
O 0.7 0.6 1.7
O -0.5 0.7 3.1
O 2.2 -0.3 -0.9
O 0.1 -0.5 -2.3
O 0.2 -1.9 0.7
O 0.5 1.1 -0.3
O -0.1 2.3 1.2
O -2.2 -0.7 5.9
O 0.2 -0.8 -1.9
O 0.0 1.2 -5.9
O -1.1 -3.8 -4.8
O 1.0 -1.0 -0.8
O 0.9 -1.9 -1.0
C -0.1 -0.8 -0.1
C -1.5 0.0 1.5
C 1.3 -1.2 0.3
C 4.3 2.7 0.1
C -0.4 -1.8 -1.3
C 0.3 4.7 3.2
C -0.7 -0.9 -0.7
C 0.4 0.9 0.6
C 2.3 0.8 -5.1
C -1.0 0.7 -0.2
C 0.6 0.0 -0.5
C 0.9 1.0 -1.0
C 0.0 2.9 1.7
C 0.6 0.2 3.8
C 1.1 -2.7 0.6
C -0.6 -2.0 2.8
C -1.0 -1.2 1.8
C -0.3 0.1 -0.3
C -2.4 2.8 1.2
C -1.1 0.0 -0.2
H 0.6 -1.0 -0.8
H 0.6 0.7 -0.2
H -0.3 0.2 -1.4
H -0.1 -0.4 -0.3
H 0.1 -0.9 0.5
H 0.0 0.2 -0.3
H 0.1 0.3 -0.8
H 0.1 -0.3 0.4
H -0.2 0.6 0.7
H -0.4 0.0 -0.1
H 0.1 0.2 0.3
H 0.4 0.0 0.9
H -0.3 -0.2 0.3
H 0.0 0.2 -0.1
H -0.2 0.4 -0.3
H 0.0 -0.2 -0.1
H -0.2 -0.3 0.0
H 0.4 0.5 -0.6
H -0.2 -0.4 -0.1
H -0.4 0.4 0.5
H -0.7 -0.4 0.3
H 0.4 0.0 -0.3
H -0.1 1.1 1.0
H -0.8 -0.3 -0.3
H 0.5 1.0 0.6
H 0.1 -0.2 0.0
H -0.6 0.3 -0.2
H 0.1 -0.1 -0.7
H -0.4 0.5 0.2
H 0.2 -0.1 -0.1